[1]
Formula: C25H30N3
Source: the OMol25 dataset
Level of theory: wB97M-V/def2-TZVPD

Computed properties:
**Frontier orbital gap**: 0.3031 Ha
**Structure (SMILES)**: Cn1cc(C(c2cn(C)c3ccccc23)[N+]2(C)CCCCC2)c2ccccc21
**Energy relative to the best compared isomer or geometry (same formula, charge and spin)**: 0.0 kcal/mol
**Calculated total energy**: -1134.6632 Eh
**Charge**: +1

XYZ file:
```
58
Properties=species:S:1:pos:R:3:nbo_charge:R:1
C -0.404 0.603 -2.843 -0.42
N -0.974 0.530 -1.441 -0.22
C -1.776 -0.780 -1.222 -0.21
C -2.805 -0.925 -2.350 -0.43
C -3.814 0.221 -2.393 -0.41
C -3.159 1.595 -2.332 -0.43
C -2.000 1.683 -1.338 -0.21
H -1.211 0.973 -3.470 0.22
H 0.441 1.301 -2.888 0.24
H -0.111 -0.380 -3.200 0.24
H -1.061 -1.617 -1.165 0.24
H -2.243 -0.667 -0.233 0.24
H -2.311 -1.051 -3.325 0.21
H -3.358 -1.852 -2.172 0.25
H -4.421 0.143 -3.305 0.24
H -4.514 0.113 -1.550 0.21
H -2.878 1.937 -3.333 0.21
H -3.913 2.301 -1.971 0.25
H -2.421 1.647 -0.334 0.25
H -1.443 2.622 -1.447 0.23
C -1.927 2.981 3.532 -0.41
N -1.425 1.892 2.720 -0.34
C -1.103 2.012 1.404 0.01
C -0.586 0.807 0.919 -0.18
C 0.020 0.714 -0.456 -0.07
C 1.230 -0.206 -0.389 -0.19
C 2.141 0.066 0.650 0.05
N 3.316 -0.607 0.474 -0.34
C 4.468 -0.511 1.361 -0.40
C 3.244 -1.318 -0.725 0.13
C 1.935 -1.120 -1.286 -0.02
C 1.641 -1.843 -2.443 -0.24
C 2.688 -2.473 -3.138 -0.23
C 3.996 -2.523 -2.634 -0.20
C 4.276 -1.979 -1.368 -0.23
C -0.499 -0.090 2.062 -0.03
C -1.029 0.633 3.177 0.13
C -0.854 0.260 4.500 -0.24
C -0.124 -0.915 4.740 -0.20
C 0.337 -1.693 3.664 -0.23
C 0.113 -1.317 2.330 -0.21
H -2.167 2.598 4.529 0.23
H -1.190 3.794 3.624 0.21
H -2.821 3.411 3.058 0.21
H -1.300 2.949 0.888 0.22
H 0.451 1.718 -0.652 0.23
H 2.002 0.681 1.540 0.23
H 5.285 -1.113 0.944 0.22
H 4.797 0.538 1.455 0.21
H 4.210 -0.891 2.364 0.22
H 0.611 -1.956 -2.788 0.19
H 2.490 -2.937 -4.105 0.22
H 4.799 -3.002 -3.193 0.23
H 5.257 -2.034 -0.901 0.22
H -1.253 0.896 5.292 0.22
H 0.075 -1.216 5.769 0.23
H 0.871 -2.621 3.881 0.23
H 0.402 -1.980 1.511 0.22
```


[2]
Formula: C25H30N4O5Se2Ti
Source: the OMol25 dataset
Level of theory: wB97M-V/def2-TZVPD

Computed properties:
**Frontier orbital gap (alpha / beta)**: 0.1488 / 0.2185 Ha
**<S²>**: 2.075
**Energy relative to the best compared isomer or geometry (same formula, charge and spin)**: 25.0 kcal/mol
**Calculated total energy**: -7218.3163 Eh
**Charge**: -2
**2S+1**: 3

XYZ file:
```
67
Properties=species:S:1:pos:R:3:mulliken_spin:R:1
Ti 0.550 -0.279 0.068 0.95
C 4.069 -2.162 -1.022 0.00
O 3.693 -3.508 -0.808 0.00
C 2.796 -3.746 0.229 -0.08
C 2.959 -4.961 0.889 0.20
C 2.105 -5.325 1.922 -0.10
C 1.152 -4.438 2.364 0.14
C 0.998 -3.174 1.763 -0.02
C 0.096 -2.225 2.294 0.36
N -0.101 -1.021 1.785 0.07
N -0.997 -0.237 2.422 -0.12
C -1.142 0.918 1.780 0.21
O -0.442 1.137 0.692 -0.05
C -2.101 1.883 2.249 -0.03
C -2.293 3.098 1.554 0.09
C -3.185 4.039 2.003 -0.07
C -3.927 3.817 3.162 0.14
C -3.771 2.610 3.845 -0.07
C -2.883 1.660 3.404 0.11
C 1.767 -2.854 0.589 0.13
O 1.485 -1.788 -0.108 -0.01
H 4.923 -2.198 -1.706 0.00
H 3.255 -1.590 -1.475 0.00
H 4.363 -1.679 -0.084 0.00
H 3.766 -5.605 0.572 0.02
H 2.211 -6.298 2.387 0.00
H 0.501 -4.705 3.189 0.00
H -0.451 -2.474 3.209 0.02
H -1.717 3.273 0.657 0.03
H -3.309 4.969 1.459 0.00
H -4.628 4.565 3.513 0.02
H -4.353 2.433 4.746 0.00
H -2.762 0.725 3.931 0.01
O 0.998 0.122 -2.087 0.00
C 2.042 0.900 -2.633 0.00
C 2.123 2.327 -2.056 0.00
C 2.704 3.246 -3.152 0.00
O 3.023 4.547 -2.720 0.00
C 3.063 2.346 -0.851 0.00
Se 2.724 1.038 0.647 0.01
C 0.746 2.832 -1.649 0.00
Se -0.642 2.618 -3.035 0.00
H 0.176 0.568 -2.401 0.00
H 1.904 0.957 -3.727 0.00
H 2.980 0.370 -2.430 0.00
H 1.980 3.287 -3.980 0.00
H 3.642 2.835 -3.539 0.00
H 2.255 4.881 -2.241 0.00
H 3.069 3.334 -0.386 0.00
H 4.079 2.114 -1.187 0.00
H 0.775 3.900 -1.413 0.00
H 0.389 2.304 -0.764 0.01
C -4.550 0.406 -0.630 0.01
C -3.368 -0.486 -0.761 0.00
C -3.222 -1.861 -0.726 0.00
C -1.848 -2.118 -0.834 0.02
N -1.181 -0.957 -0.908 0.00
N -2.122 0.013 -0.924 0.01
C -1.136 -3.427 -0.927 0.02
H -5.467 -0.179 -0.613 0.00
H -4.589 1.116 -1.456 0.00
H -4.482 0.980 0.295 0.00
H -4.001 -2.587 -0.603 0.00
H -1.853 0.994 -0.927 0.01
H -1.698 -4.131 -1.541 0.00
H -0.987 -3.871 0.057 0.00
H -0.150 -3.274 -1.368 0.00
```


[3]
Formula: C25H30N5RuS5
Source: the OMol25 dataset
Level of theory: wB97M-V/def2-TZVPD

Computed properties:
**Frontier orbital gap (alpha / beta)**: 0.1463 / 0.1998 Ha
**<S²>**: 8.823
**Energy relative to the best compared isomer or geometry (same formula, charge and spin)**: 22.0 kcal/mol
**Calculated total energy**: -3330.2408 Eh
**Charge**: -2
**2S+1**: 6

XYZ file:
```
66
Properties=species:S:1:pos:R:3:mulliken_spin:R:1
Ru -0.080 0.486 0.410 2.39
C 1.760 -3.435 3.222 0.01
S 1.414 -3.975 1.535 0.01
C 0.787 -2.440 0.868 0.08
S 1.681 -1.007 1.149 0.13
N -0.299 -2.580 0.181 -0.03
N -0.737 -1.369 -0.362 0.25
C -1.410 -1.529 -1.476 0.01
C -1.927 -0.505 -2.285 0.21
C -2.354 -0.844 -3.596 -0.07
C -2.620 0.104 -4.534 0.14
C -2.449 1.472 -4.182 0.09
C -2.145 1.767 -2.891 0.01
N -1.985 0.833 -1.917 0.15
H 2.139 -4.310 3.752 0.00
H 0.857 -3.070 3.710 0.00
H 2.506 -2.645 3.233 0.00
H -1.534 -2.544 -1.845 0.00
H -2.398 -1.898 -3.839 0.00
H -2.911 -0.182 -5.537 0.02
H -2.540 2.270 -4.904 0.01
H -2.017 2.785 -2.551 0.01
S 0.749 2.448 1.144 0.24
C 0.865 2.442 2.904 -0.01
C 1.630 3.459 3.481 0.03
C 1.797 3.564 4.850 -0.03
C 1.182 2.620 5.672 0.04
C 0.426 1.610 5.113 -0.03
C 0.234 1.482 3.724 0.01
S -0.754 0.200 3.106 0.21
H 2.108 4.173 2.820 0.00
H 2.403 4.359 5.269 0.00
H 1.297 2.671 6.750 0.00
H -0.053 0.873 5.748 0.00
C -3.355 1.745 1.540 0.00
C -3.359 1.300 0.082 -0.04
C -4.229 2.314 -0.686 0.00
C -4.040 -0.068 0.000 0.00
C -1.912 1.293 -0.500 0.04
H -4.383 1.955 1.856 0.00
H -2.752 2.646 1.687 0.00
H -2.929 0.994 2.197 0.00
H -5.244 2.316 -0.275 0.00
H -4.311 2.079 -1.749 0.00
H -3.821 3.323 -0.586 0.00
H -5.019 -0.014 0.487 0.00
H -3.447 -0.826 0.515 0.00
H -4.198 -0.393 -1.030 -0.01
H -1.643 2.349 -0.596 -0.01
C 2.103 -3.781 -2.291 0.02
C 2.764 -2.462 -2.122 0.43
C 4.076 -2.220 -1.789 -0.12
C 4.528 -0.916 -1.640 0.45
N 3.670 0.176 -1.747 0.05
C 2.427 -0.051 -2.035 0.04
S 1.189 1.174 -2.115 0.12
N 1.973 -1.331 -2.345 0.21
C 5.925 -0.579 -1.233 -0.03
H 2.806 -4.589 -2.081 0.00
H 1.715 -3.917 -3.312 0.02
H 1.253 -3.892 -1.608 0.01
H 4.744 -3.059 -1.624 -0.01
H 0.969 -1.414 -2.359 -0.10
H 6.553 -1.472 -1.182 0.00
H 5.941 -0.093 -0.250 0.03
H 6.384 0.128 -1.933 0.02
```


[4]
Formula: C25H30N8O3Ti
Source: the OMol25 dataset
Level of theory: wB97M-V/def2-TZVPD

Computed properties:
**Frontier orbital gap (alpha / beta)**: 0.2794 / 0.2794 Ha
**Energy relative to the best compared isomer or geometry (same formula, charge and spin)**: 6.2 kcal/mol
**Calculated total energy**: -2483.4605 Eh
**Charge**: +2

XYZ file:
```
67
Properties=species:S:1:pos:R:3:nbo_charge:R:1
Ti -0.492 0.017 -0.745 1.75
C -3.420 -3.282 3.644 -0.66
C -2.328 -2.526 2.978 0.06
C -1.188 -3.180 2.473 -0.23
C -0.238 -2.478 1.772 -0.10
C -0.348 -1.117 1.582 0.01
N 0.526 -0.397 0.719 -0.67
C 1.773 0.026 1.117 0.17
C 2.130 0.238 2.471 -0.22
C 3.390 0.737 2.840 -0.16
C 4.340 1.124 1.840 0.02
C 5.747 1.574 2.234 -0.63
C 3.958 0.856 0.526 -0.21
C 2.717 0.325 0.182 0.07
N 2.565 -0.039 -1.206 -0.13
C 3.568 -0.583 -1.929 0.02
C 3.018 -0.907 -3.157 -0.30
C 1.666 -0.663 -3.056 0.01
N 1.367 -0.173 -1.830 -0.36
C -1.430 -0.459 2.164 0.15
C -2.365 -1.119 2.926 -0.23
N -1.633 0.957 2.013 -0.18
C -2.349 1.716 2.842 0.00
C -2.562 2.899 2.212 -0.30
C -2.033 2.718 0.920 0.01
N -1.405 1.566 0.821 -0.31
H -3.154 -4.287 3.915 0.24
H -3.846 -2.901 4.627 0.25
H -4.233 -3.306 2.931 0.24
H -1.006 -4.187 2.670 0.24
H 0.689 -2.934 1.362 0.24
H 1.373 0.098 3.225 0.23
H 3.510 0.960 3.903 0.24
H 6.234 1.841 1.291 0.22
H 5.758 2.382 2.906 0.24
H 6.282 0.777 2.770 0.24
H 4.641 1.115 -0.269 0.22
H 4.588 -0.550 -1.617 0.25
H 3.526 -1.466 -3.906 0.26
H 0.800 -0.909 -3.701 0.22
H -3.212 -0.563 3.403 0.24
H -2.586 1.392 3.888 0.26
H -3.114 3.755 2.583 0.26
H -2.015 3.436 0.099 0.23
N -1.684 -3.505 -2.713 -0.74
C -1.647 -2.369 -2.036 0.72
O -0.550 -1.837 -1.821 -0.67
C -2.897 -1.653 -1.666 -0.53
C -2.542 -0.393 -0.857 -0.78
H -0.814 -3.883 -3.105 0.43
H -2.554 -3.880 -3.000 0.42
H -3.638 -2.229 -1.102 0.26
H -3.409 -1.313 -2.572 0.25
H -2.997 -0.483 0.111 0.23
H -2.817 0.544 -1.326 0.23
C 0.825 4.107 -2.077 -0.25
O 0.195 3.363 -3.128 -0.45
C -0.391 2.245 -2.830 0.94
O -0.548 1.826 -1.678 -0.70
N -0.817 1.595 -3.916 -0.44
N -1.495 0.381 -3.832 -0.64
H 1.806 3.622 -1.951 0.20
H 0.327 3.939 -1.126 0.21
H 0.818 5.098 -2.432 0.23
H -0.800 2.053 -4.819 0.42
H -1.113 -0.303 -4.507 0.38
H -2.468 0.593 -4.048 0.38
```


[5]
Formula: C25H30O2
Source: the OMol25 dataset
Level of theory: wB97M-V/def2-TZVPD

Computed properties:
**Frontier orbital gap**: 0.2824 Ha
**Structure (SMILES)**: CCCCCCCCCCCc1cccc2c1C(=O)c1ccccc1C2=O
**Calculated total energy**: -1120.7380 Eh
**Charge**: 0

XYZ file:
```
57
Properties=species:S:1:pos:R:3:nbo_charge:R:1
C 1.956 3.309 1.051 -0.63
C 1.120 2.721 -0.185 -0.41
C -0.158 3.640 -0.603 -0.41
C -1.539 3.104 0.023 -0.42
C -2.528 2.396 -1.028 -0.42
C -3.379 1.220 -0.293 -0.41
C -4.476 0.536 -1.242 -0.41
C -3.890 -0.460 -2.360 -0.42
C -2.676 -1.397 -1.874 -0.42
C -1.259 -1.070 -2.594 -0.40
C -0.324 -0.082 -1.734 -0.46
C 1.160 -0.611 -1.489 0.06
C 2.242 -0.351 -2.566 -0.21
C 3.723 -0.776 -2.425 -0.20
C 4.138 -1.514 -1.114 -0.18
C 3.094 -1.850 0.009 -0.13
C 1.611 -1.386 -0.208 -0.12
C 0.580 -1.752 0.962 0.55
O -0.673 -1.701 0.860 -0.55
C 1.158 -2.252 2.383 -0.11
C 0.184 -2.286 3.599 -0.18
C 0.594 -2.737 5.021 -0.21
C 2.086 -3.158 5.237 -0.20
C 3.069 -3.136 4.010 -0.18
C 2.638 -2.699 2.590 -0.14
C 3.586 -2.655 1.312 0.61
O 4.674 -3.280 1.362 -0.54
H 2.724 4.115 0.763 0.21
H 1.277 3.656 1.902 0.21
H 2.582 2.436 1.482 0.21
H 0.689 1.709 0.165 0.20
H 1.819 2.614 -1.092 0.21
H 0.055 4.675 -0.126 0.20
H -0.191 3.832 -1.735 0.21
H -1.272 2.436 0.923 0.20
H -2.070 4.030 0.474 0.21
H -3.309 3.197 -1.323 0.21
H -2.032 2.049 -1.995 0.20
H -2.681 0.492 0.243 0.21
H -3.970 1.767 0.541 0.21
H -5.023 1.394 -1.791 0.21
H -5.259 0.036 -0.577 0.21
H -4.758 -1.175 -2.639 0.21
H -3.651 0.101 -3.344 0.20
H -2.935 -2.479 -2.199 0.21
H -2.616 -1.415 -0.735 0.23
H -0.690 -2.026 -2.903 0.22
H -1.487 -0.529 -3.592 0.20
H -0.226 0.907 -2.324 0.22
H -0.782 0.198 -0.728 0.25
H 1.926 0.187 -3.519 0.23
H 4.475 -0.541 -3.246 0.24
H 5.239 -1.797 -1.018 0.25
H -0.899 -1.967 3.371 0.25
H -0.201 -2.741 5.832 0.24
H 2.414 -3.464 6.291 0.24
H 4.142 -3.470 4.194 0.25
```


[6]
Formula: C25H31BF4N2O15S
Source: the OMol25 dataset
Level of theory: wB97M-V/def2-TZVPD

Computed properties:
**Frontier orbital gap**: 0.3032 Ha
**Calculated total energy**: -3031.9151 Eh
**Charge**: 0

XYZ file:
```
79
Properties=species:S:1:pos:R:3:mulliken_charge:R:1
C 2.337 -1.907 4.447 -0.92
C 3.208 -0.754 3.932 -0.41
O 2.370 0.342 3.535 -0.23
C 2.676 1.502 4.285 -0.64
C 1.846 2.733 3.765 -0.31
O 1.143 2.421 2.578 -0.39
C -0.269 2.382 2.746 -1.17
C -0.781 0.945 2.884 0.82
C -1.315 0.448 4.055 0.26
B -1.485 1.272 5.397 1.01
O -0.796 2.425 5.697 -0.59
C -2.539 0.752 6.488 -0.63
C -3.993 0.991 5.930 -1.03
C -1.810 -0.937 4.074 -0.69
C -1.761 -1.745 2.980 -1.03
C -1.203 -1.225 1.765 1.02
N -1.138 -1.955 0.640 -0.72
S -0.462 -0.900 -0.412 0.09
N -0.238 0.428 0.479 -0.44
C -0.708 0.129 1.703 0.06
H 1.634 -2.208 3.656 0.16
H 1.732 -1.620 5.319 0.21
H 2.980 -2.773 4.670 0.41
H 3.923 -0.403 4.690 0.40
H 3.726 -1.112 3.026 0.25
H 2.369 1.316 5.333 0.33
H 3.743 1.783 4.227 0.37
H 2.536 3.564 3.534 0.48
H 1.207 3.068 4.590 0.07
H -0.645 3.054 3.520 0.43
H -0.687 2.751 1.790 0.26
H -1.155 2.783 6.518 0.24
H -2.402 -0.308 6.739 0.25
H -2.430 1.309 7.437 0.54
H -4.026 0.953 4.833 0.26
H -4.652 0.211 6.336 0.31
H -4.360 1.964 6.283 0.31
H -2.266 -1.372 4.962 0.20
H -2.157 -2.760 3.013 0.44
C -1.482 6.241 1.427 -0.49
C -2.578 7.197 1.822 0.30
O -3.488 6.358 2.510 -0.33
C -2.750 5.347 3.052 0.57
O -3.134 4.614 3.900 -0.47
O -1.511 5.295 2.498 -0.19
F -3.196 7.722 0.736 -0.29
H -1.697 5.732 0.486 0.28
H -0.508 6.720 1.356 0.31
H -2.257 8.005 2.482 0.28
C 1.046 0.500 -3.654 0.16
C 0.458 -0.487 -4.626 0.48
O 1.435 -0.533 -5.652 -0.28
C 2.629 -0.254 -5.052 0.62
O 3.688 -0.467 -5.543 -0.52
O 2.448 0.285 -3.822 -0.33
F -0.709 -0.033 -5.150 -0.31
H 0.802 1.532 -3.911 0.28
H 0.740 0.311 -2.628 -0.23
H 0.308 -1.488 -4.219 0.18
C -1.717 -3.373 -5.955 -0.18
C -0.690 -4.388 -5.531 0.44
O -1.456 -5.330 -4.806 -0.35
C -2.718 -5.290 -5.334 0.50
O -3.546 -6.116 -5.153 -0.50
O -2.888 -4.181 -6.101 -0.35
F 0.237 -3.840 -4.695 -0.28
H -1.892 -2.616 -5.187 0.23
H -1.459 -2.878 -6.888 0.23
H -0.184 -4.886 -6.358 0.29
C 3.406 -4.663 -7.524 -0.49
C 4.052 -3.317 -7.740 0.36
O 3.025 -2.579 -8.381 -0.30
C 1.850 -3.102 -7.948 0.67
O 0.793 -2.572 -8.065 -0.49
O 2.032 -4.306 -7.352 -0.27
F 5.117 -3.406 -8.573 -0.31
H 3.506 -5.316 -8.393 0.28
H 3.790 -5.180 -6.648 0.30
H 4.348 -2.802 -6.824 0.24
```


[7]
Formula: C25H31BO3S
Source: the OMol25 dataset
Level of theory: wB97M-V/def2-TZVPD

Computed properties:
**Frontier orbital gap**: 0.1462 Ha
**Energy relative to the best compared isomer or geometry (same formula, charge and spin)**: 180.4 kcal/mol
**Calculated total energy**: -1619.7478 Eh
**Charge**: 0

XYZ file:
```
61
Properties=species:S:1:pos:R:3:nbo_charge:R:1
C -1.591 -6.376 3.464 -0.25
O -0.342 -6.092 2.796 -0.50
C -0.240 -4.917 2.115 0.31
C 0.821 -4.797 1.194 -0.27
C 0.815 -3.769 0.265 -0.12
C -0.145 -2.774 0.330 -0.12
B 0.477 2.762 1.494 1.25
C -0.272 -1.664 -0.712 -0.10
C -1.557 -1.589 -1.450 -0.41
C -1.427 -1.182 -2.762 -0.17
C -0.114 -1.181 -3.248 -0.45
C 0.340 -0.794 -4.596 -0.61
S 0.981 -1.867 -2.128 0.62
O -0.743 3.316 1.548 -0.76
C -0.899 4.056 0.299 0.24
C -2.153 3.507 -0.357 -0.63
C -1.145 5.506 0.654 -0.63
C 0.460 3.818 -0.479 0.24
C 0.347 3.001 -1.752 -0.64
C 1.258 5.059 -0.832 -0.63
O 1.279 3.061 0.457 -0.76
C -1.118 -2.815 1.328 -0.12
C -1.166 -3.860 2.240 -0.32
H -1.477 -7.399 3.820 0.20
H -1.749 -5.697 4.313 0.18
H -2.448 -6.303 2.779 0.18
H 1.588 -5.566 1.181 0.22
H 1.587 -3.785 -0.504 0.21
H -2.486 -1.805 -0.932 0.22
H -2.250 -0.931 -3.433 0.22
H -0.531 -0.647 -5.247 0.21
H 0.921 0.145 -4.582 0.19
H 0.968 -1.582 -5.037 0.21
H -2.375 4.053 -1.284 0.22
H -2.099 2.429 -0.561 0.23
H -2.994 3.653 0.331 0.23
H -1.268 6.105 -0.260 0.22
H -2.078 5.574 1.219 0.23
H -0.342 5.917 1.277 0.22
H -0.043 3.634 -2.562 0.22
H 1.338 2.645 -2.062 0.23
H -0.306 2.125 -1.665 0.22
H 0.754 5.621 -1.631 0.21
H 1.408 5.728 0.022 0.22
H 2.247 4.760 -1.205 0.23
H -1.872 -2.027 1.364 0.20
H -1.944 -3.873 2.999 0.22
C 0.228 -0.355 -0.309 -0.30
C 1.680 -0.362 -0.750 -0.19
C 2.657 -1.093 -0.024 -0.38
C 2.832 -1.073 1.352 -0.15
C 2.165 -0.254 2.261 -0.42
C 0.966 0.461 2.035 -0.25
C 0.021 0.270 1.049 -0.14
H -0.255 0.410 -0.955 0.24
H 1.989 0.509 -1.358 0.21
H 3.392 -1.661 -0.603 0.21
H 3.652 -1.688 1.746 0.21
H 2.579 -0.150 3.271 0.21
H 0.683 1.184 2.843 0.22
H -1.005 0.625 1.231 0.22
```